19
Properties=species:S:1:pos:R:3:forces:R:3 method="wB97M-V/def2-TZVPD" charge=-1 relative_energy_ev=0.967 gap_ha=0.2357 homo_energy_ev=-2.78 max_force_ev_per_a=3.9
C -1.04730 2.90719 0.61545 -1.7 0.3 -3.5
N -0.01676 1.95814 0.81554 2.5 1.0 0.3
C 0.18596 0.90202 -0.20004 -2.5 -0.6 1.2
C 1.25671 -0.06021 0.23244 1.5 -0.5 -0.6
S 0.86101 -1.77309 -0.41175 0.7 0.5 -0.1
C 0.26002 1.33715 -1.63236 -0.4 0.8 -2.0
H -0.97129 3.53928 -0.32366 0.4 -0.2 0.7
H -2.06800 2.54070 0.42894 0.3 -1.1 0.2
H -1.24331 3.57181 1.38461 0.4 1.3 2.0
H 0.87252 2.51976 0.84530 -1.0 -0.8 0.2
H -0.74991 0.31496 -0.05663 0.4 0.2 -0.5
H 2.29499 0.37004 -0.05686 -1.3 -0.9 0.1
H 1.30441 -0.16884 1.31181 -0.3 0.4 0.2
H -0.61598 1.99293 -1.99178 1.2 -0.7 0.8
H 0.22447 0.46711 -2.33182 0.2 0.4 0.8
H 1.21005 1.88512 -1.84941 -0.6 -0.2 0.2
H -1.12248 -2.96495 0.41204 -0.1 0.3 0.0
H -1.52967 -3.35835 1.83753 -0.8 0.1 -2.0
O -1.89962 -3.32049 0.89702 0.9 -0.2 2.0